Formula: C2H4N4
Source: OMol25
Level of theory: ωB97M-V/def2-TZVPD

Positions of all 10 atoms, in Å:
C1 0.20502 0.10469 -1.36690
C2 -0.17700 0.12550 0.05838
N1 -1.30091 0.68465 0.54365
N2 -1.39639 0.18285 1.75357
N3 -0.36080 -0.51221 2.04508
N4 0.63072 -0.19355 1.09106
H1 0.55639 -0.88415 -1.65825
H2 -0.65017 0.38838 -1.97434
H3 1.00298 0.82656 -1.54575
H4 1.49015 -0.72271 1.05351

Values from the calculation:
Charge: 0
Relative energy (zero: lowest compared OMol25 entry of this formula, charge and spin) in eV: 2.409
SMILES: Cc1nnn[nH]1
E_LUMO in eV: 0.560
Molecular weight in g mol⁻¹: 84.08
Orbital gap in eV: 10.4061
Strongest force on any atom in eV/Å: 4.2